No. 1
ORCA calculation (ωB97M-V with the def2-TZVPD basis set) on C21H28ClLuN3O2 as an isolated structure in a non-equilibrium geometry.

```
! RIJCOSX wB97M-V def2-TZVPD def2/J DEFGRID3
* xyz -1 1
Lu -0.25 0.01 1.39
Cl -1.85 0.05 3.15
N 0.33 2.20 0.78
N 0.27 -2.20 0.80
C -0.24 2.91 -0.21
C -0.30 -2.91 -0.19
C 1.13 3.16 1.61
C 1.40 4.24 0.59
C 2.48 2.64 2.10
C 0.28 3.53 2.82
H 2.91 1.96 1.37
H 2.37 2.14 3.07
H 3.21 3.47 2.27
H -0.62 4.07 2.52
H 0.87 4.14 3.52
H -0.01 2.61 3.35
C 1.03 -3.17 1.67
C 1.28 -4.28 0.68
C 0.14 -3.51 2.87
C 2.37 -2.69 2.19
H 2.84 -2.02 1.47
H 3.07 -3.53 2.37
H 2.26 -2.18 3.15
H -0.77 -4.03 2.56
H -0.14 -2.57 3.37
H 0.69 -4.12 3.59
O 0.20 -4.13 -0.31
H 1.30 -5.29 1.11
H 2.23 -4.12 0.14
O 0.28 4.11 -0.36
H 2.32 4.04 0.03
H 1.45 5.26 1.01
C -1.44 2.55 -1.07
C -1.46 -2.54 -1.09
C -1.41 -1.23 -1.86
H -2.35 -2.54 -0.43
H -1.59 -3.37 -1.79
C -1.49 0.01 -1.20
C -1.41 1.25 -1.85
H -1.91 0.00 -0.19
C -1.50 1.24 -3.24
C -1.55 0.02 -3.90
C -1.66 2.52 -4.03
C -1.50 -1.22 -3.24
H -1.64 0.02 -4.98
C -1.67 -2.48 -4.04
H -1.74 -2.25 -5.11
H -2.61 -2.99 -3.76
H -0.83 -3.18 -3.89
H -2.60 3.02 -3.74
H -1.72 2.29 -5.10
H -0.82 3.21 -3.86
H -1.60 3.39 -1.75
H -2.30 2.53 -0.37
N 2.56 -0.01 3.41
C 1.68 -0.01 2.58
*
```

Results
**HOMO-LUMO gap (spin up / spin down)**: 0.1135 / 0.1380 Eh
**LUMO (spin up / spin down)**: 2.82 / 2.84 eV
**HOMO energy (spin up / spin down)**: -0.0098 / -0.0335 Ha

No. 2
ORCA calculation (ωB97M-V with the def2-TZVPD basis set) on C21H28F3IrO4 as an isolated structure in a non-equilibrium geometry.

```
! RIJCOSX wB97M-V def2-TZVPD def2/J DEFGRID3
* xyz 1 6
O 1.29 1.92 -1.63
C 1.04 0.71 -0.74
C -0.36 0.55 -1.36
H 1.10 0.83 0.33
H 1.73 -0.10 -1.04
C 0.29 1.37 -2.57
H -1.06 1.16 -0.78
H -0.84 -0.41 -1.60
C -0.61 2.46 -3.13
H -0.04 3.35 -3.45
H -1.41 2.75 -2.41
H -1.16 2.12 -4.02
C 0.96 0.34 -3.55
H 1.26 -0.58 -3.00
H 1.87 0.81 -3.97
H 0.33 0.00 -4.39
Ir -0.53 -2.66 -0.02
C -2.35 -3.68 -0.02
C -1.95 -3.33 1.34
C -1.97 -1.89 1.42
H -1.58 -4.00 2.10
C -2.47 -1.37 0.19
C -2.64 -2.46 -0.71
H -2.97 -2.39 -1.74
H -2.42 -4.69 -0.41
H -1.71 -1.33 2.30
H -2.65 -0.33 -0.01
C 0.87 -4.20 0.56
C 0.33 -4.37 -0.79
C 0.89 -3.32 -1.62
H -0.27 -5.21 -1.12
C 1.75 -2.54 -0.78
C 1.72 -3.06 0.55
H 2.31 -2.71 1.41
H 0.62 -4.83 1.41
H 0.69 -3.18 -2.68
H 2.42 -1.76 -1.13
O -0.66 2.66 0.59
C -1.14 3.93 0.08
C -0.43 5.14 0.73
H -2.23 3.96 0.24
H -0.92 3.94 -1.00
C 0.63 4.49 1.63
H -1.14 5.74 1.29
H 0.02 5.81 -0.01
C 0.41 2.96 1.48
H 0.58 4.83 2.67
H 1.63 4.75 1.26
H 0.23 2.39 2.41
H 1.29 2.51 1.01
F 2.84 -1.68 3.64
C 1.53 -1.42 3.97
F 0.89 -2.63 3.81
F 1.49 -1.02 5.26
C 0.94 -0.34 2.92
O 0.87 0.84 3.32
O 0.70 -0.81 1.77
*
```

Results
**HOMO-LUMO gap (spin up / spin down)**: 0.2452 / 0.1740 Eh
**LUMO (spin up / spin down)**: -2.09 / -7.67 eV
**HOMO energy (spin up / spin down)**: -0.3220 / -0.4558 Ha
**Expectation value of S²**: 8.77

No. 3
ORCA calculation (ωB97M-V with the def2-TZVPD basis set) on C21H28F3N8O12PtS3 as an isolated structure.

```
! RIJCOSX wB97M-V def2-TZVPD def2/J DEFGRID3
* xyz 1 1
Pt 0.74 0.14 -1.07
N 1.83 -0.54 -4.89
N 2.61 0.28 -5.33
C 2.49 3.27 -4.27
O 3.21 3.73 -5.05
O 1.76 2.82 -3.49
H 1.84 -1.53 -5.15
H 1.10 -0.28 -4.14
H 3.23 -0.15 -6.02
C -5.41 -3.52 -3.45
C -4.35 -2.46 -3.53
C -3.25 -2.60 -4.37
C -2.27 -1.62 -4.45
C -2.40 -0.48 -3.67
C -3.49 -0.30 -2.84
C -4.46 -1.29 -2.77
S -1.14 0.75 -3.73
O -0.69 0.88 -5.09
O -1.60 1.90 -3.02
O 0.04 0.07 -2.98
H -5.21 -4.34 -4.14
H -6.39 -3.11 -3.68
H -5.46 -3.94 -2.44
H -3.15 -3.50 -4.97
H -1.43 -1.75 -5.11
H -3.59 0.61 -2.27
H -5.32 -1.15 -2.13
N -3.10 3.33 0.69
C -1.81 3.23 0.27
C -1.28 2.01 -0.18
N -0.03 1.93 -0.58
C 0.75 3.03 -0.54
C 0.21 4.21 -0.07
N -1.05 4.32 0.33
H -3.76 2.61 0.47
H -3.44 4.25 0.91
H -1.89 1.11 -0.25
H 1.75 2.95 -0.90
H 0.82 5.10 -0.03
C 2.04 2.56 7.10
C 1.90 1.10 6.69
S 0.74 0.97 5.35
O 1.26 1.69 4.21
O -0.58 1.26 5.83
C 0.71 -0.78 4.92
C 1.86 -1.32 4.07
N 2.03 -0.62 2.79
C 1.20 -0.78 1.73
N 1.54 0.07 0.76
C 2.62 0.79 1.19
C 2.92 0.37 2.44
N 3.96 0.92 3.27
O 4.14 0.42 4.37
O 4.57 1.85 2.81
C 0.12 -1.79 1.66
H 2.74 2.64 7.93
H 1.08 2.97 7.41
H 2.42 3.16 6.27
H 1.50 0.48 7.49
H 2.84 0.69 6.33
H -0.25 -0.89 4.43
H 0.67 -1.33 5.86
H 1.65 -2.36 3.84
H 2.80 -1.28 4.59
H 3.11 1.54 0.60
H 0.52 -2.79 1.81
H -0.33 -1.75 0.67
H -0.66 -1.60 2.40
F -0.73 -4.37 -2.61
C -0.22 -3.62 -1.64
F -1.08 -2.62 -1.37
F -0.09 -4.35 -0.54
S 1.42 -2.94 -2.15
O 2.39 -3.92 -1.78
O 1.54 -1.72 -1.29
O 1.26 -2.62 -3.55
*
```

Results
**HOMO-LUMO gap**: 0.2681 Eh
**LUMO**: -4.33 eV
**Energy relative to the best compared isomer or geometry (same formula, charge and spin)**: 0.000 eV
**HOMO energy**: -0.4272 Ha

No. 4
ORCA calculation (ωB97M-V with the def2-TZVPD basis set) on C21H28GaN3O3Se3Te2 as an isolated structure in a non-equilibrium geometry.

```
! RIJCOSX wB97M-V def2-TZVPD def2/J DEFGRID3
* xyz -1 2
Ga 0.05 -2.38 2.15
Se 0.85 -3.08 4.34
Se 2.51 -1.50 4.51
Te 4.50 -2.39 3.38
Se 2.16 -1.12 1.36
N -1.62 -4.11 2.66
N -2.73 -3.39 2.20
C -2.72 -1.98 2.37
O -3.78 -1.41 2.30
O -1.56 -1.45 2.57
H -1.50 -4.95 2.10
H -1.70 -4.36 3.65
H -3.65 -3.78 2.38
C -0.32 -5.05 -0.29
C -0.10 -3.58 -0.64
O 0.06 -3.26 -1.84
N -0.07 -2.68 0.30
Te 0.87 -0.83 -0.70
C 1.83 1.08 -1.52
C 1.03 1.72 -2.48
C -0.35 1.22 -2.81
C 1.50 2.82 -3.18
C 2.78 3.30 -2.99
C 3.29 4.50 -3.74
C 3.61 2.61 -2.12
C 3.16 1.51 -1.41
C 4.14 0.76 -0.56
C -0.68 0.33 0.20
C -1.98 0.01 -0.20
C -2.32 -1.07 -1.18
C -3.05 0.73 0.32
C -2.86 1.73 1.26
C -4.01 2.48 1.85
C -1.56 2.03 1.65
C -0.46 1.35 1.13
C 0.88 1.79 1.61
H -0.04 -5.67 -1.14
H -1.38 -5.19 -0.08
H 0.27 -5.31 0.59
H -0.35 0.14 -2.90
H -0.66 1.64 -3.77
H -1.07 1.52 -2.06
H 0.85 3.31 -3.90
H 2.55 4.87 -4.44
H 4.19 4.24 -4.29
H 3.54 5.30 -3.05
H 4.63 2.95 -2.00
H 5.17 1.03 -0.82
H 4.03 -0.32 -0.70
H 4.00 0.96 0.50
H -1.45 -1.52 -1.66
H -2.99 -0.69 -1.95
H -2.85 -1.86 -0.64
H -4.05 0.48 0.00
H -4.94 2.26 1.33
H -3.84 3.56 1.81
H -4.13 2.20 2.89
H -1.39 2.80 2.38
H 0.84 2.82 1.96
H 1.64 1.72 0.83
H 1.19 1.18 2.47
*
```

Results
**HOMO-LUMO gap (spin up / spin down)**: 0.2475 / 0.2042 Eh
**LUMO (spin up / spin down)**: 2.17 / 0.94 eV
**Energy relative to the best compared isomer or geometry (same formula, charge and spin)**: 1.218 eV
**HOMO energy (spin up / spin down)**: -0.1676 / -0.1698 Ha
**Expectation value of S²**: 0.76

No. 5
ORCA calculation (ωB97M-V with the def2-TZVPD basis set) on C21H28I2N2O3OsSSi as an isolated structure.

```
! RIJCOSX wB97M-V def2-TZVPD def2/J DEFGRID3
* xyz 2 1
Os 0.13 -0.53 -0.40
I 0.19 3.92 -3.11
C 1.44 3.29 -1.58
C 2.43 4.16 -1.07
C 3.28 3.76 -0.07
I 4.74 5.09 0.60
C 3.15 2.46 0.48
C 3.98 1.92 1.48
C 3.78 0.65 1.92
C 2.71 -0.10 1.42
N 1.88 0.36 0.50
C 2.12 1.62 -0.01
C 1.29 2.03 -1.07
O 0.41 1.14 -1.52
H 2.52 5.15 -1.50
H 4.79 2.52 1.88
H 4.42 0.20 2.67
H 2.55 -1.10 1.79
O -1.08 0.64 0.77
C -1.07 0.46 2.18
C -0.32 -0.80 2.51
C -0.24 -1.27 3.81
C 0.45 -2.44 4.07
C 1.03 -3.13 3.02
C 0.91 -2.62 1.75
N 0.25 -1.47 1.49
H -1.80 1.31 0.46
H -2.09 0.38 2.55
H -0.59 1.31 2.67
H -0.71 -0.71 4.60
H 0.52 -2.81 5.08
H 1.57 -4.05 3.17
H 1.35 -3.11 0.89
C -0.47 -4.37 -3.06
Si -0.45 -2.72 -2.24
C -1.37 -1.32 -3.08
C 1.31 -2.03 -2.00
C -1.05 -2.37 -0.52
H -0.08 -4.30 -4.07
H -1.49 -4.75 -3.12
H 0.13 -5.09 -2.51
H -0.89 -0.91 -3.96
H -1.01 0.56 -2.36
H -2.42 -1.53 -3.30
H 1.71 -1.68 -2.95
H 1.97 -2.82 -1.63
H 1.62 -1.14 -1.36
H -0.82 -3.13 0.21
H -2.09 -2.07 -0.40
C -4.60 2.30 0.96
S -3.10 2.78 0.06
C -3.64 2.53 -1.64
O -1.34 -0.30 -2.01
H -5.39 3.01 0.73
H -4.38 2.36 2.02
H -4.91 1.30 0.69
H -4.44 3.23 -1.87
H -3.99 1.50 -1.79
H -2.79 2.74 -2.28
*
```

Results
**HOMO-LUMO gap**: 0.2517 Eh
**LUMO**: -6.22 eV
**Energy relative to the best compared isomer or geometry (same formula, charge and spin)**: 0.000 eV
**HOMO energy**: -0.4802 Ha

No. 6
ORCA calculation (ωB97M-V with the def2-TZVPD basis set) on one molecule with the formula C21H28N2O3S in a non-equilibrium geometry.

```
! RIJCOSX wB97M-V def2-TZVPD def2/J DEFGRID3
* xyz 0 1
C -4.87 -1.24 0.41
C -3.91 -2.43 0.43
O -2.58 -2.03 0.77
C -1.81 -1.54 -0.21
O -2.20 -1.40 -1.34
C -0.40 -1.26 0.30
C -0.46 -0.21 1.44
C -0.60 1.19 0.93
C 0.44 2.10 1.07
C 0.32 3.38 0.57
C -0.83 3.77 -0.08
C -1.89 2.87 -0.23
O -2.98 3.34 -0.89
C -4.04 2.46 -1.15
C -1.77 1.59 0.29
C 0.48 -0.77 -0.86
C 1.23 -1.93 -1.51
N 2.14 -2.60 -0.59
C 3.53 -2.22 -0.72
C 3.81 -0.75 -0.59
C 4.02 0.15 -1.58
N 4.21 1.44 -1.19
C 4.16 1.58 0.08
C 4.34 2.86 0.80
S 3.85 0.08 0.94
C 1.67 -2.60 0.79
C 0.15 -2.59 0.84
H -5.88 -1.60 0.27
H -4.62 -0.57 -0.41
H -4.82 -0.70 1.35
H -4.19 -3.14 1.21
H -3.90 -2.91 -0.55
H 0.46 -0.29 2.01
H -1.29 -0.47 2.10
H 1.35 1.79 1.57
H 1.13 4.09 0.68
H -0.94 4.77 -0.49
H -4.53 2.13 -0.23
H -3.70 1.58 -1.72
H -4.75 3.01 -1.76
H -2.58 0.88 0.20
H -0.14 -0.28 -1.61
H 1.20 -0.03 -0.50
H 1.80 -1.57 -2.37
H 0.50 -2.67 -1.87
H 4.10 -2.78 0.03
H 3.87 -2.54 -1.71
H 4.06 -0.08 -2.63
H 4.39 3.67 0.08
H 5.26 2.84 1.38
H 3.51 3.04 1.49
H 2.06 -1.74 1.35
H 2.06 -3.51 1.27
H -0.19 -2.73 1.87
H -0.22 -3.43 0.25
*
```

Results
**SMILES string**: CCOC(=O)C1(Cc2cccc(OC)c2)CCN(Cc2cnc(C)s2)CC1
**HOMO-LUMO gap**: 0.3260 Eh
**LUMO**: 0.63 eV
**Energy relative to the best compared isomer or geometry (same formula, charge and spin)**: 1.624 eV
**HOMO energy**: -0.3027 Ha

No. 7
ORCA calculation (ωB97M-V with the def2-TZVPD basis set) on a 2-piece molecular cluster, C21H28N4O3 overall in a non-equilibrium geometry.

```
! RIJCOSX wB97M-V def2-TZVPD def2/J DEFGRID3
* xyz 0 1
N 0.62 -1.68 4.17
C 1.51 -0.72 3.71
C 2.87 -0.97 3.85
C 3.81 -0.03 3.42
C 3.38 1.17 2.85
C 2.01 1.44 2.69
C 1.06 0.48 3.12
C -0.42 0.77 3.01
C -0.74 1.89 2.02
N 0.14 3.05 2.28
C 1.58 2.79 2.12
C 1.90 3.00 0.64
C 2.21 4.30 0.19
C 2.44 4.55 -1.16
C 2.36 3.51 -2.09
C 2.06 2.22 -1.66
C 1.83 1.96 -0.30
H -0.35 -1.40 4.27
H 0.98 -2.39 4.80
H 3.21 -1.90 4.30
H 4.87 -0.23 3.53
H 4.12 1.90 2.52
H -0.96 -0.13 2.69
H -0.79 1.06 4.00
H -1.78 2.19 2.13
H -0.60 1.54 0.99
H -0.14 3.84 1.70
H 2.11 3.56 2.69
H 2.27 5.11 0.91
H 2.68 5.56 -1.49
H 2.54 3.71 -3.14
H 2.00 1.40 -2.38
H 1.58 0.95 0.02
C -4.50 -1.80 -1.42
N -3.45 -1.10 -0.70
C -2.11 -1.26 -0.72
O -1.47 -0.66 0.13
C -1.37 -2.14 -1.75
C 0.02 -1.55 -2.07
O 0.69 -2.31 -3.05
N -2.11 -2.42 -3.00
C -1.97 -3.55 -3.70
C -2.80 -3.67 -4.96
O -1.22 -4.45 -3.36
H -4.60 -1.40 -2.43
H -4.28 -2.87 -1.47
H -5.45 -1.67 -0.90
H -3.75 -0.45 0.01
H -1.21 -3.09 -1.24
H 0.62 -1.54 -1.16
H -0.10 -0.53 -2.43
H 0.39 -3.23 -2.99
H -2.71 -1.70 -3.36
H -2.58 -2.83 -5.62
H -2.54 -4.60 -5.46
H -3.86 -3.68 -4.70
*
```

Results
**SMILES string**: Nc1cccc2c1CCN[C@@H]2c1ccccc1.CNC(=O)[C@H](CO)NC(C)=O
**HOMO-LUMO gap**: 0.2878 Eh
**LUMO**: 0.33 eV
**Energy relative to the best compared isomer or geometry (same formula, charge and spin)**: 1.840 eV
**HOMO energy**: -0.2756 Ha

No. 8
ORCA calculation (ωB97M-V with the def2-TZVPD basis set) on a 5-piece molecular cluster, C21H28N4O3 overall in a non-equilibrium geometry.

```
! RIJCOSX wB97M-V def2-TZVPD def2/J DEFGRID3
* xyz 0 1
O 0.31 5.25 1.62
C 1.18 4.52 2.08
O 1.17 3.14 2.05
C 2.44 2.63 2.36
C 2.96 3.76 3.23
O 2.31 4.90 2.73
H 2.33 1.70 2.92
H 2.97 2.55 1.41
H 4.04 3.87 3.13
H 2.67 3.76 4.28
C 3.08 -1.80 0.95
C 2.07 -1.34 0.06
C 2.43 -0.25 -0.75
N 3.61 0.38 -0.76
C 4.49 0.00 0.19
C 4.28 -1.09 1.00
H 2.86 -2.65 1.58
H 1.13 -1.85 -0.07
H 1.74 0.06 -1.52
H 5.39 0.60 0.19
H 5.04 -1.40 1.71
C 0.63 3.11 -3.14
C 0.09 2.02 -3.72
C -1.28 1.95 -3.77
N -2.13 2.80 -3.14
C -1.61 3.80 -2.46
C -0.25 4.02 -2.48
H 1.71 3.23 -3.07
H 0.76 1.33 -4.21
H -1.76 1.12 -4.27
H -2.24 4.52 -1.96
H 0.10 4.89 -1.95
C -3.61 -4.62 2.46
C -2.99 -5.81 1.70
C -2.20 -5.46 0.43
C -2.90 -4.48 -0.45
N -3.47 -3.70 -1.12
H -4.17 -3.93 1.83
H -2.86 -3.90 2.81
H -4.22 -4.96 3.30
H -3.78 -6.40 1.24
H -2.31 -6.41 2.31
H -1.98 -6.38 -0.11
H -1.23 -5.04 0.71
C -0.82 1.28 -0.11
C -2.11 0.53 -0.54
C -1.84 -0.93 -1.08
C -0.87 -1.09 -2.18
N -0.08 -1.24 -3.09
H -0.17 1.66 -0.89
H -0.17 0.76 0.60
H -1.08 2.22 0.38
H -2.81 1.05 -1.20
H -2.74 0.42 0.33
H -2.76 -1.49 -1.27
H -1.37 -1.56 -0.32
*
```

Results
**SMILES string**: O=C1OCCO1.c1ccncc1.c1ccncc1.CCCC#N.CCCC#N
**HOMO-LUMO gap**: 0.3503 Eh
**LUMO**: 0.24 eV
**Energy relative to the best compared isomer or geometry (same formula, charge and spin)**: 4.935 eV
**HOMO energy**: -0.3416 Ha